{
  "formula": "C30H49FP2Sc",
  "method": "wB97M-V/def2-TZVPD",
  "charge": 1,
  "homo_ha": [-0.3044, -0.3072],
  "relative_energy_ev": 0.000,
  "lumo_energy_ev": [-2.9, -2.9],
  "species": ["Sc", "P", "P", "F", "C", "C", "C", "C", "C", "C", "C", "C", "C", "C", "C", "C", "C", "C", "C", "C", "C", "C", "C", "C", "C", "C", "C", "C", "C", "C", "C", "C", "C", "C", "H", "H", "H", "H", "H", "H", "H", "H", "H", "H", "H", "H", "H", "H", "H", "H", "H", "H", "H", "H", "H", "H", "H", "H", "H", "H", "H", "H", "H", "H", "H", "H", "H", "H", "H", "H", "H", "H", "H", "H", "H", "H", "H", "H", "H", "H", "H", "H", "H"],
  "coordinates": [[-0.51576, -0.50534, -1.86720], [2.39525, 1.74777, 1.53524], [0.98085, -2.62011, -0.62103], [1.36430, -2.18960, 5.94625], [1.46095, 2.27526, 0.09439], [-1.29163, -0.82773, -4.06273], [0.74290, -1.30674, 3.82152], [-1.76257, 1.44212, 2.47186], [1.26611, 0.41161, -2.72775], [0.99455, -0.42895, 2.76030], [1.97762, -0.37128, -3.80576], [-2.26179, -1.57454, 1.73680], [0.24237, 1.30806, -3.01206], [-0.22646, 1.49756, -4.43610], [2.36160, 3.20195, 2.64226], [2.72434, -0.49742, 4.97879], [-1.11226, 0.36249, -4.98962], [2.10148, 0.43551, 2.79826], [-2.89918, -1.73623, -1.36146], [2.97266, 0.37098, 3.91136], [-0.25080, -1.72112, -3.81325], [1.11819, -1.49168, -4.44189], [-2.16633, -0.44796, 0.78448], [0.02250, -4.12087, -1.10102], [-2.39165, 0.79771, -1.16765], [-2.00976, 1.67528, -0.08925], [-2.45652, -0.54234, -0.61020], [2.58849, -2.87367, -1.45277], [1.49113, -3.11875, 1.07030], [1.60628, -1.31796, 4.91232], [-1.93498, 0.91368, 1.09630], [-3.08418, 1.23311, -2.40042], [4.15215, 1.56566, 1.16408], [-1.95802, 3.14962, -0.15792], [-0.10394, -1.98759, 3.79508], [0.36620, 2.19016, 0.25008], [-3.91402, -1.55962, -1.75989], [-0.51202, -2.77396, -3.61944], [-2.95453, 3.58212, 0.02362], [0.34149, -0.42248, 1.87995], [1.73568, 1.67851, -0.77826], [-0.80162, 2.42931, -4.49796], [2.90057, -0.80778, -3.37601], [-1.62009, 3.50032, -1.14071], [3.28301, -2.07444, -1.15723], [-3.04470, 0.48916, -3.20389], [-1.28364, 3.56469, 0.60294], [1.48625, 3.80893, 2.37737], [3.00700, -3.83880, -1.13965], [-4.15337, 1.36407, -2.16350], [-1.70604, 2.53698, 2.48964], [1.70882, 0.24536, -1.72427], [-2.11361, 0.77150, -5.20814], [0.63603, 1.62358, -5.10790], [2.26020, 2.87963, 3.68607], [2.08563, -4.04860, 1.04240], [-0.72714, 0.02518, -5.97024], [-1.94030, -1.27348, 2.74278], [-2.71234, 2.18517, -2.80151], [2.10066, -2.32935, 1.53262], [1.68434, 3.33404, -0.19037], [-0.52228, -3.96686, -2.04334], [4.27220, 1.41350, 0.08249], [0.69789, -4.97920, -1.21738], [-0.83215, 1.05714, 2.91015], [1.68396, -2.43239, -4.39099], [-0.05749, 2.10241, -2.30974], [-2.31155, -1.24612, -4.07931], [3.85572, 1.01839, 3.93815], [1.00080, -1.26838, -5.51861], [4.57659, 0.69906, 1.68824], [2.49664, -2.85910, -2.54584], [3.40056, -0.52799, 5.83034], [0.61700, -3.28525, 1.71262], [-2.57760, 1.13907, 3.14774], [-0.71482, -4.33749, -0.31310], [3.29021, 3.77498, 2.52258], [-2.26884, -1.96767, -2.25858], [-2.91541, -2.63770, -0.73742], [4.68202, 2.47522, 1.48069], [-1.62173, -2.40962, 1.40631], [2.31406, 0.30861, -4.60376], [-3.28612, -1.97733, 1.83646]],
  "mulliken_charge": [-1.07, 1.68, 1.39, -0.33, -0.38, -0.54, -0.64, -1.54, 0.56, -0.05, -1.54, -1.64, 0.80, -1.23, -1.54, -0.85, -1.50, -0.17, -0.83, -0.45, 0.32, -1.71, 0.78, -1.31, 1.68, -0.39, 0.05, -1.34, -1.34, -0.10, 1.19, -1.43, -1.45, -1.64, 0.41, -0.30, 0.26, 0.63, 0.44, 0.62, 0.11, 0.43, 0.35, 0.31, 0.24, 0.27, 0.34, 0.39, 0.58, 0.36, 0.36, -0.25, 0.39, 0.36, 0.49, 0.56, 0.54, 0.35, 0.28, 0.33, 0.64, 0.22, 0.40, 0.49, 0.07, 0.53, 0.31, 0.83, 0.47, 0.42, 0.47, 0.23, 0.49, 0.32, 0.35, 0.31, 0.41, -0.15, 0.41, 0.37, 0.13, 0.56, 0.42]
}

***

{
  "formula": "C30H49KN6O3PS5",
  "method": "wB97M-V/def2-TZVPD",
  "charge": -1,
  "homo_ha": -0.1367,
  "relative_energy_ev": 0.828,
  "lumo_energy_ev": 1.9,
  "species": ["K", "S", "S", "S", "S", "S", "P", "O", "O", "O", "N", "N", "N", "N", "N", "N", "C", "C", "C", "C", "C", "C", "C", "C", "C", "C", "C", "C", "C", "C", "C", "C", "C", "C", "C", "C", "C", "C", "C", "C", "C", "C", "C", "C", "C", "C", "H", "H", "H", "H", "H", "H", "H", "H", "H", "H", "H", "H", "H", "H", "H", "H", "H", "H", "H", "H", "H", "H", "H", "H", "H", "H", "H", "H", "H", "H", "H", "H", "H", "H", "H", "H", "H", "H", "H", "H", "H", "H", "H", "H", "H", "H", "H", "H", "H"],
  "coordinates": [[0.22969, 1.57704, 1.09785], [-4.22219, -2.59526, 5.13527], [-1.99814, -0.73493, 5.87826], [-0.42309, 1.81714, 5.87133], [-3.07294, 2.96327, 3.86358], [-4.12435, 0.27097, 4.29427], [0.62366, -0.64967, -1.79921], [0.63785, 0.68156, -1.12949], [-2.68512, -1.23798, 1.66775], [-1.23218, 0.17983, 2.34392], [-0.90486, 4.12140, 0.57619], [-4.05932, 1.66971, -0.72003], [-3.24372, 2.79249, -0.94411], [-2.16518, -0.13516, 1.63634], [-2.52637, 0.86057, 0.71769], [-4.72936, -0.12565, 0.53992], [-3.47826, -1.10017, 5.11064], [3.29002, 0.06809, -2.28649], [3.22493, 2.37190, 1.04604], [2.63682, -2.16035, -3.29663], [4.15405, -0.65256, -1.26916], [0.72299, -2.58239, 1.86763], [-1.17565, 2.92759, 7.07625], [3.12054, 1.32023, 1.97301], [-1.84413, 0.92309, 5.37151], [-3.75065, 0.73798, 0.22913], [1.95257, 3.09969, 2.78632], [-1.14332, 4.80596, 1.46311], [2.33541, 1.77265, 3.05375], [-0.17008, -3.76181, 1.47246], [-0.87389, -0.18757, -5.79703], [0.30857, -4.37555, 0.16558], [-0.31422, -1.50126, -5.27784], [-2.84936, 1.41314, 4.60330], [-0.93837, -1.88126, -3.93817], [4.66791, -1.97070, -1.82469], [3.52076, -2.86277, -2.27394], [2.13514, -0.78372, -2.83710], [-1.28229, 0.58923, -3.44244], [2.50693, 3.47029, 1.54068], [0.35791, -1.93213, -0.52938], [1.33789, -1.88385, 0.65124], [0.14028, -3.38533, -0.99196], [-0.65104, 0.92760, -4.78690], [-0.87144, -0.77863, -2.86769], [-1.41570, 5.63778, 2.61804], [5.29055, -2.49231, -1.09268], [-0.18530, -4.50394, 2.27215], [-1.07141, 1.86706, -5.15296], [3.90359, -3.79198, -2.70636], [0.77106, -1.41817, -5.18369], [-0.60776, -1.58134, -0.12863], [0.42083, 1.11316, -4.66507], [-5.63249, -0.02253, 0.11540], [2.07565, 1.20700, 3.93547], [3.58410, -0.81377, -0.35227], [5.31357, -1.76565, -2.68823], [3.23261, -1.99492, -4.20399], [-2.00006, -2.09457, -4.11432], [-1.95021, -0.29936, -5.97084], [3.79983, 2.35394, 0.12971], [-1.14017, 6.66767, 2.39504], [-0.83149, 5.24829, 3.44828], [-0.23939, -5.29393, -0.06280], [-1.94382, 3.52999, 6.59451], [-0.42752, 0.06318, -6.76263], [-1.60113, 2.38698, 7.92116], [0.82602, -3.65081, -1.80208], [-1.20497, -3.42834, 1.35818], [1.33540, 3.71027, 3.43056], [-0.39148, 3.58726, 7.44554], [1.53279, -2.92958, 2.51477], [2.89204, 0.99004, -1.86389], [-5.03241, 1.83593, -0.91625], [2.26782, -2.37928, 0.35583], [-1.04604, 1.35920, -2.70503], [3.91395, 0.33897, -3.14773], [-4.54518, -0.91670, 1.13366], [-1.63243, -1.01745, -2.11214], [4.98455, -0.00726, -0.97463], [-2.46888, 5.56809, 2.87739], [1.36014, -4.66624, 0.25845], [0.14968, -1.86308, 2.45323], [-0.86932, -3.48360, -1.40173], [1.80944, -2.80393, -3.60541], [-0.51191, -2.81578, -3.57116], [-0.48967, -2.30555, -5.99777], [3.61018, 0.35666, 1.90884], [1.62601, -0.86660, 0.93521], [-3.05218, 3.24402, -0.04854], [1.78905, -0.25644, -3.73455], [2.92678, -3.15816, -1.40434], [-2.37138, 0.58082, -3.56371], [-2.33346, 2.45770, -1.24999], [2.40568, 4.43458, 1.06130]],
  "mulliken_charge": [1.07, -0.31, -0.14, 0.09, -0.35, -0.16, 1.21, -0.67, -0.82, -0.52, -0.58, -0.06, -0.80, 0.93, -0.06, -0.33, 0.11, -1.61, -0.34, -1.51, 0.38, -0.48, -0.96, -0.42, 0.01, 0.24, -0.29, 0.67, -1.01, -0.58, -1.02, -0.94, -0.51, -0.13, -1.09, -1.38, -0.12, 0.56, -0.58, -0.88, 1.78, -0.10, -0.81, -0.68, 0.19, -1.04, 0.46, 0.55, 0.45, 0.45, 0.06, -0.82, 0.30, 0.17, 0.44, -0.37, 0.40, 0.65, 0.51, 0.35, 0.46, 0.40, 0.22, 0.56, 0.22, 0.45, 0.32, 0.01, 0.05, 0.36, 0.35, 0.57, 0.49, 0.20, 0.46, -0.25, 0.51, 0.18, 0.28, 0.49, 0.28, 0.28, -0.26, 0.40, 0.40, 0.25, 0.47, 0.48, -0.99, 0.32, 0.35, -0.24, 0.63, 0.35, 0.40]
}